43
Properties=species:S:1:pos:R:3:forces:R:3:mulliken_charge:R:1 method="wB97M-V/def2-TZVPD" e_lumo_ev="-5.302 / -4.861" energy_ev=-45690.9588 total_charge=+1 de_lowest_kj_mol=171.0 homo_energy_ev="-10.510 / -11.597" multiplicity=1
Hg -0.16862 0.15252 1.73892 -1.198 -0.852 0.229 1.090
P 2.14079 -0.60165 1.26474 -0.457 -0.494 0.670 0.570
C 2.20666 -1.21667 -0.36556 0.826 -0.028 -1.059 -0.997
C 1.02407 -1.52195 -1.10616 -1.018 -0.566 -0.586 0.786
N -0.17037 -1.13190 -0.56948 0.310 0.498 0.051 -0.101
C -1.31440 -1.31036 -1.20195 -0.277 -0.819 -0.162 0.467
C -1.41730 -2.11694 -2.35574 -0.298 0.599 0.376 -0.829
C -0.23452 -2.53955 -2.94727 -0.285 0.112 -0.109 -0.403
C 0.97683 -2.20415 -2.36367 0.620 0.597 0.565 -0.842
C -2.56510 -0.73648 -0.56678 -0.216 -0.293 0.535 -0.956
P -2.27195 0.82272 0.35111 -0.602 -0.478 -0.031 0.588
H 1.91349 -2.38893 -2.86715 0.044 -0.323 -0.032 0.435
H -2.42308 -2.32355 -2.75056 0.717 0.040 -0.016 0.459
H -0.29447 -3.07590 -3.89407 0.274 0.049 0.282 0.429
H -3.37162 -0.56151 -1.29430 0.237 -0.253 0.123 0.582
H -2.90397 -1.46733 0.19654 -0.066 0.327 -0.340 0.389
H 2.80191 2.77203 -3.67583 0.140 -0.073 -0.173 0.314
H 3.19867 -1.30593 -0.85464 -0.790 0.133 0.178 0.364
H -0.46917 3.58094 0.30052 -1.878 0.041 0.152 0.294
O 3.29422 3.21383 -2.98188 -1.547 0.750 0.257 -0.618
H 4.12718 2.79658 -2.91573 1.379 -0.717 -0.071 0.308
H 0.14398 1.53432 1.13468 0.948 2.014 -0.442 0.006
O 0.45485 3.67825 0.27863 2.367 -1.235 -1.454 -0.643
H 0.72974 3.03532 -0.44408 -0.293 1.394 1.228 0.330
C -2.24020 2.05261 -0.97749 -0.012 0.379 -0.057 -1.281
H -3.15336 1.94644 -1.57996 0.207 0.081 0.121 0.412
H -2.21961 3.07004 -0.55524 -0.036 -0.335 -0.278 0.428
H -1.36724 1.89634 -1.62900 -0.252 0.080 0.236 0.323
C -3.73556 1.14591 1.37118 -0.137 0.069 -0.146 -1.228
H -3.59130 2.10978 1.88381 -0.117 -0.306 -0.181 0.360
H -4.62673 1.19045 0.73036 0.100 0.037 0.277 0.405
H -3.83632 0.34841 2.12223 0.060 0.246 -0.302 0.356
C 2.21792 -2.06066 2.34719 0.145 0.276 0.082 -1.216
H 3.27680 -2.31109 2.37190 -0.007 -0.441 0.245 0.450
H 1.80070 -1.87425 3.34911 0.241 -0.001 -0.415 0.313
H 1.63832 -2.83855 1.84955 0.095 -0.099 0.154 0.364
C 3.47502 0.51634 1.68858 0.710 0.178 -0.155 -1.079
H 3.33318 0.85162 2.73257 0.056 -0.168 -0.503 0.346
H 4.43857 -0.01938 1.60534 -0.311 0.336 0.089 0.412
H 3.48066 1.39722 1.01776 -0.052 -0.460 0.393 0.347
O -0.57392 -1.67727 3.87382 -1.218 -0.077 -0.560 -0.515
N -1.27067 -1.26590 2.93591 0.513 -0.257 0.502 0.329
O -2.45410 -1.56175 2.75209 1.076 0.041 0.327 -0.547